Record 1
A structure of composition C3H4O5Tm at a distorted geometry. Source: OMol25; level of theory: wB97M-V/def2-TZVPD.

Values from the calculation:
- F_max (eV/A) = 4.3
- frontier orbital gap (alpha / beta) (eV) = 7.489 / 8.046
- 2S+1 = 4
- total energy (eV) = -42923.3077
- LUMO (alpha / beta) (hartree) = -0.3890 / -0.4049
- charge = +2
- ⟨S²⟩ = 3.756

Last column: Löwdin spin population.
Geometry (Å):
C -2.612 0.656 -0.002  0.236
C -2.233 -0.699 0.140  0.384
O -1.076 -1.245 0.437  0.135
C 0.162 -1.073 -0.192  0.017
O 0.837 -2.068 -0.432  0.016
O 0.592 0.097 -0.122  0.004
O -1.860 1.682 -0.007  0.194
H -3.661 0.823 -0.258  0.007
H -2.983 -1.447 -0.122  0.012
H -0.877 1.398 -0.071  0.000
O 5.024 0.842 -0.005  0.021
H 5.663 0.760 0.702  0.001
Tm 3.025 0.273 -0.068  1.974


Record 2
A cluster of 11 separate species, C18H58N12O11 in total at a distorted geometry. Source: OMol25; level of theory: wB97M-V/def2-TZVPD.

Values from the calculation:
- F_max (eV/A) = 9.4
- frontier orbital gap (eV) = 9.468
- 2S+1 = 1
- total energy (eV) = -60008.0713
- LUMO (hartree) = 0.0018
- SMILES = NC(N)=O.NC(N)=O.NC(N)=O.NC(N)=O.NC(N)=O.NC(N)=O.CC(C)O.CC(C)O.CCO.CCO.CCO
- charge = 0

Last column: Löwdin charge in e.
Geometry (Å):
N -1.245 4.752 -4.406  0.168
C -1.758 5.455 -3.481  -0.795
N -2.981 5.745 -3.722  0.168
O -1.070 5.900 -2.509  -0.038
H -1.791 4.420 -5.188  0.124
H -0.268 4.583 -4.214  0.129
H -3.431 6.345 -3.046  0.128
H -3.350 5.537 -4.639  0.118
N -4.020 -1.563 5.396  0.183
C -3.510 -0.867 6.333  -0.815
N -4.243 -0.043 7.023  0.168
O -2.370 -1.134 6.706  -0.011
H -3.408 -2.184 4.887  0.129
H -4.993 -1.442 5.155  0.117
H -3.735 0.147 7.875  0.119
H -5.249 0.035 6.977  0.113
N 2.041 -0.450 3.795  0.165
C 2.766 -0.006 4.755  -0.756
N 2.220 -0.130 5.961  0.155
O 3.892 0.524 4.576  -0.020
H 1.158 -0.939 3.846  0.117
H 2.575 -0.496 2.939  0.121
H 1.238 -0.338 6.074  0.102
H 2.678 0.245 6.780  0.113
N -2.006 0.029 -9.671  0.164
C -1.958 0.030 -8.411  -0.912
N -2.323 -1.086 -8.016  0.181
O -1.787 1.023 -7.757  0.052
H -1.871 -0.806 -10.223  0.121
H -1.868 0.963 -10.030  0.128
H -2.429 -1.906 -8.595  0.130
H -2.048 -1.092 -7.044  0.136
N 3.279 -6.565 -1.791  0.145
C 2.698 -7.588 -1.280  -0.774
N 3.694 -8.333 -0.813  0.138
O 1.509 -7.658 -1.062  0.045
H 2.816 -5.702 -2.037  0.127
H 4.286 -6.599 -1.848  0.105
H 4.648 -8.054 -0.993  0.099
H 3.531 -9.002 -0.074  0.115
N 0.832 -6.334 3.454  0.179
C 0.138 -5.441 3.993  -0.884
N 0.735 -4.869 5.019  0.157
O -0.905 -5.071 3.612  0.079
H 0.373 -6.743 2.652  0.131
H 1.841 -6.377 3.470  0.121
H 1.737 -4.798 4.915  0.103
H 0.170 -4.181 5.496  0.113
C 4.836 6.291 -0.983  -0.088
C 3.950 5.196 -0.518  -0.507
C 4.737 4.172 0.366  -0.045
O 3.066 5.718 0.446  -0.054
H 5.649 5.768 -1.485  0.079
H 5.302 6.961 -0.260  0.086
H 4.321 6.951 -1.681  0.078
H 3.513 4.787 -1.429  0.137
H 5.411 4.703 1.039  0.076
H 5.360 3.567 -0.293  0.071
H 3.998 3.718 1.026  0.077
H 2.296 5.922 -0.091  0.090
C -1.166 -1.629 -1.061  -0.032
C -0.887 -0.220 -1.679  -0.479
C 0.033 0.688 -0.883  -0.068
O -0.472 -0.134 -3.035  -0.072
H -1.558 -1.716 -0.047  0.080
H -0.350 -2.317 -1.283  0.070
H -1.849 -2.223 -1.668  0.067
H -1.828 0.321 -1.785  0.121
H 0.282 1.716 -1.146  0.078
H 0.966 0.134 -0.782  0.077
H -0.459 0.789 0.084  0.073
H -0.283 0.744 -3.373  0.084
C -6.413 -2.545 0.508  -0.094
C -6.466 -1.036 0.678  -0.340
O -7.125 -0.632 1.854  -0.075
H -5.954 -2.897 -0.417  0.073
H -7.443 -2.900 0.468  0.073
H -5.902 -3.003 1.355  0.070
H -7.128 -0.757 -0.141  0.105
H -5.462 -0.611 0.670  0.113
H -6.566 0.086 2.160  0.076
C -2.317 4.054 4.431  -0.103
C -3.692 3.989 3.757  -0.245
O -3.566 3.027 2.578  -0.124
H -1.722 4.645 3.734  0.072
H -1.942 3.038 4.551  0.074
H -2.337 4.500 5.425  0.071
H -3.988 4.965 3.373  0.098
H -4.406 3.711 4.532  0.099
H -2.756 3.208 2.095  0.056
C 6.982 -0.735 -3.744  -0.101
C 5.641 -1.181 -3.296  -0.317
O 4.558 -0.814 -4.201  -0.094
H 7.653 -1.194 -3.019  0.075
H 7.193 0.330 -3.654  0.076
H 7.299 -1.091 -4.725  0.081
H 5.343 -0.805 -2.317  0.112
H 5.675 -2.270 -3.263  0.101
H 3.740 -0.925 -3.710  0.066


Record 3
The ion C4H10NS2 with charge +1 at a distorted geometry. Source: OMol25; level of theory: wB97M-V/def2-TZVPD.

Values from the calculation:
- F_max (eV/A) = 7.6
- frontier orbital gap (eV) = 8.401
- 2S+1 = 1
- total energy (eV) = -27461.4825
- LUMO (hartree) = -0.1659
- charge = +1

Last column: Löwdin charge in e.
Geometry (Å):
C 0.382 -0.662 0.718  -0.190
C 1.109 -0.662 -0.655  -0.510
C -0.540 1.473 -0.060  -0.388
C -2.138 -0.386 0.245  0.030
N -0.780 0.329 0.442  -0.158
S 2.955 -0.760 -0.132  0.800
S 1.115 1.990 -0.083  0.981
H -0.036 -1.659 0.745  0.121
H 1.036 -0.306 1.518  0.099
H 0.757 -1.492 -1.300  0.104
H 0.999 0.315 -1.178  -0.026
H -1.317 2.193 -0.337  0.133
H -2.148 -1.171 -0.576  0.122
H -2.258 -0.885 1.208  0.096
H -2.982 0.324 -0.064  0.123
H 2.918 -1.922 -0.107  -0.273
H 0.927 3.281 -0.383  -0.062


Record 4
The molecule C5H11NOS2 at a distorted geometry. Source: OMol25; level of theory: wB97M-V/def2-TZVPD.

Values from the calculation:
- F_max (eV/A) = 3.5
- frontier orbital gap (eV) = 8.852
- 2S+1 = 1
- total energy (eV) = -30569.8875
- LUMO (hartree) = 0.0133
- SMILES = CN(C)CCOC(=S)S
- charge = 0

Last column: Löwdin charge in e.
Geometry (Å):
C -1.638 1.806 -0.527  -0.172
N -0.537 1.139 -0.990  -0.286
C -0.786 0.103 -2.014  -0.069
C 0.397 0.702 0.037  -0.180
C -0.055 -0.590 0.793  -0.188
O 0.989 -0.944 1.735  -0.175
C 1.841 -1.874 1.305  -1.276
S 1.889 -2.694 -0.142  0.634
S 3.025 -2.307 2.463  0.800
H -1.424 2.590 0.225  0.097
H -2.488 1.233 -0.105  0.094
H -2.024 2.382 -1.335  0.075
H -1.487 -0.705 -1.712  0.090
H -1.315 0.496 -2.867  0.077
H 0.169 -0.273 -2.277  0.072
H 0.530 1.610 0.756  0.150
H 1.432 0.478 -0.381  0.128
H -0.827 -0.208 1.444  0.118
H -0.305 -1.462 0.101  0.091
H 2.615 -1.484 3.494  -0.080